--- 1 ---
Molecular formula: C4H8N2S
Method: DFT, ωB97M-V/def2-TZVPD

Values from the calculation:
SMILES string: CC[C@@H](N)N=C=S
LUMO energy: 0.77 eV
Kohn-Sham gap: 9.560 eV
Highest occupied orbital energy: -8.794 eV

The geometry in XYZ format:
```
15
C4H8N2S ωB97M-V/def2-TZVPD
C -1.119 1.607 0.057
C -1.080 0.132 -0.293
C -0.058 -0.762 0.420
N -0.053 -1.999 -0.149
N 1.442 -0.107 0.369
C 2.522 0.335 0.124
S 4.059 0.708 -0.102
H -1.707 1.963 -0.806
H -0.064 2.024 -0.006
H -1.445 1.744 1.073
H -2.024 -0.446 0.091
H -1.028 -0.109 -1.415
H -0.271 -0.720 1.521
H 0.108 -2.012 -1.172
H 0.718 -2.358 0.287
```

=====

--- 2 ---
Molecular formula: C4H8N2S
Method: DFT, ωB97M-V/def2-TZVPD

Values from the calculation:
SMILES string: [H]/N=C1\SCCN1C
LUMO energy: 0.77 eV
Kohn-Sham gap: 9.512 eV
Highest occupied orbital energy: -8.742 eV

The geometry in XYZ format:
```
15
C4H8N2S ωB97M-V/def2-TZVPD
H 0.193 2.996 0.204
N -0.395 2.260 -0.139
C 0.249 1.194 -0.148
S 1.987 0.959 0.102
C 1.777 -0.776 -0.299
C 0.357 -1.071 0.189
N -0.448 -0.011 -0.300
C -1.824 -0.021 0.049
H 1.757 -1.007 -1.380
H 2.542 -1.359 0.188
H 0.254 -1.058 1.327
H 0.025 -2.062 -0.176
H -1.893 -0.276 1.086
H -2.383 -0.737 -0.541
H -2.198 0.970 -0.162
```

=====

Energy ordering: 2 at the bottom, the next structure 0.931 eV above.

=====

--- 1 ---
Molecular formula: C7H12N2
Method: DFT, ωB97M-V/def2-TZVPD

Values from the calculation:
SMILES string: CCC(C)=C=N.CC#N
LUMO energy: 0.65 eV
Kohn-Sham gap: 8.834 eV
Highest occupied orbital energy: -8.187 eV

The geometry in XYZ format:
```
21
C7H12N2 ωB97M-V/def2-TZVPD
C -1.889 -0.490 1.684
C -0.822 0.585 1.498
C -0.561 0.952 0.077
C 0.362 2.116 -0.173
C -0.815 0.088 -0.886
N -1.350 -0.421 -1.866
H -2.069 -0.661 2.744
H -1.544 -1.428 1.254
H -2.819 -0.204 1.199
H 0.157 0.122 1.842
H -1.082 1.480 2.068
H -0.084 3.024 0.231
H 0.542 2.258 -1.237
H 1.321 1.965 0.325
H -0.928 -1.257 -2.268
C 2.084 -1.302 -1.542
C 1.479 -1.411 -0.228
N 1.312 -1.598 0.898
H 3.170 -1.192 -1.434
H 1.855 -2.198 -2.128
H 1.683 -0.426 -2.060
```

=====

--- 2 ---
Molecular formula: C7H12N2
Method: DFT, ωB97M-V/def2-TZVPD

Values from the calculation:
SMILES string: C[C@@H]1[C@H]2CC[C@]1(C)N=N2
LUMO energy: 0.98 eV
Kohn-Sham gap: 9.654 eV
Highest occupied orbital energy: -8.677 eV

The geometry in XYZ format:
```
21
C7H12N2 ωB97M-V/def2-TZVPD
C -1.113 -1.934 -0.044
C -0.141 -0.768 -0.479
C 1.347 -0.934 -0.265
C 1.770 0.424 -0.795
C 0.682 1.390 -0.279
C -0.296 0.461 0.382
C -1.532 1.149 0.707
N 0.460 -0.037 1.548
N 1.364 -0.752 1.219
H -0.872 -2.062 1.050
H -1.063 -2.867 -0.652
H -2.119 -1.627 -0.154
H -0.437 -0.347 -1.544
H 1.790 -1.799 -0.613
H 1.851 0.434 -1.854
H 2.746 0.836 -0.242
H 1.041 2.189 0.444
H 0.067 2.023 -1.044
H -1.360 1.578 1.763
H -2.546 0.629 0.783
H -1.641 2.013 0.071
```

=====

Energy ordering: 1 at the bottom, the next structure 0.495 eV above.

=====

--- 1 ---
Molecular formula: C7H12N2
Method: DFT, ωB97M-V/def2-TZVPD

Values from the calculation:
SMILES string: C[C@@]12CN3C[C@H]3[C@@]1(N)C2
LUMO energy: 0.96 eV
Kohn-Sham gap: 8.574 eV
Highest occupied orbital energy: -7.610 eV

The geometry in XYZ format:
```
21
C7H12N2 ωB97M-V/def2-TZVPD
C 0.148 0.031 2.039
C -0.587 0.192 0.719
C -0.119 1.485 0.006
N 0.905 1.070 -1.003
C 1.979 0.211 -0.489
C 0.835 -0.436 -1.123
C -0.583 -0.700 -0.621
N -1.599 -0.467 -1.686
C -1.375 -1.128 0.537
H 0.747 0.906 2.334
H 0.853 -0.811 2.022
H -0.525 -0.208 2.894
H -0.910 1.850 -0.654
H 0.279 2.250 0.713
H 2.148 0.232 0.598
H 2.911 0.230 -1.076
H 1.079 -0.837 -2.112
H -1.474 -1.173 -2.422
H -1.290 0.379 -2.173
H -0.960 -2.024 1.082
H -2.464 -1.050 0.416
```

=====

--- 2 ---
Molecular formula: C7H12N2
Method: DFT, ωB97M-V/def2-TZVPD

Values from the calculation:
LUMO energy (alpha / beta): -0.05 / 0.07 eV
Kohn-Sham gap (alpha / beta): 7.396 / 7.424 eV
Highest occupied orbital energy (alpha / beta): -7.448 / -7.351 eV

The geometry in XYZ format:
```
21
C7H12N2 ωB97M-V/def2-TZVPD
C -0.623 -1.032 1.041
C -0.558 0.441 0.756
C -1.006 -0.534 -0.321
N -1.431 1.327 1.456
N 1.843 0.955 0.942
C 0.706 0.904 0.086
C 0.676 -0.255 -1.155
C -2.107 -0.545 -1.128
C 1.658 -1.186 -1.304
H -0.965 1.686 2.283
H -1.687 2.121 0.880
H 1.951 0.102 1.477
H 2.698 1.086 0.412
H 0.272 -1.633 1.145
H -1.449 -1.343 1.665
H 0.561 1.860 -0.424
H 0.348 0.241 -2.065
H -2.250 -1.335 -1.852
H -2.789 0.293 -1.163
H 2.060 -1.738 -0.464
H 2.092 -1.411 -2.266
```

=====

Energy ordering: 2 at the bottom, the next structure 0.717 eV above.

=====

--- 1 ---
Molecular formula: C29H29Cl5GeN6O5SeSiTi
Method: DFT, ωB97M-V/def2-TZVPD

Values from the calculation:
2S+1: 2
Total charge: -1
LUMO energy (alpha / beta): 0.96 / 0.97 eV
Kohn-Sham gap (alpha / beta): 5.750 / 6.187 eV
Highest occupied orbital energy (alpha / beta): -4.786 / -5.217 eV
⟨S²⟩: 0.75

The geometry in XYZ format:
```
78
C29H29Cl5GeN6O5SeSiTi ωB97M-V/def2-TZVPD
Ti -0.210 -0.386 0.480
C -1.978 3.667 -2.961
O -2.063 2.567 -2.054
C -1.465 1.402 -2.313
O -1.690 0.450 -1.595
N -0.671 1.375 -3.435
N -0.042 0.136 -3.683
H -2.633 4.426 -2.547
H -2.310 3.367 -3.956
H -0.967 4.069 -3.004
H -0.070 2.190 -3.517
H 0.734 0.030 -3.033
H 0.317 0.173 -4.628
Se 5.198 -5.534 -2.015
N 5.126 -4.382 -0.653
C 3.962 -3.799 -0.705
C 3.515 -2.791 0.250
C 4.294 -2.350 1.318
C 3.778 -1.402 2.171
C 2.493 -0.918 1.945
N 1.748 -1.338 0.934
C 2.248 -2.244 0.087
C 1.380 -2.633 -1.022
N 0.194 -2.005 -1.100
C -0.658 -2.362 -2.049
C -0.360 -3.354 -2.983
C 0.864 -3.979 -2.932
C 1.764 -3.615 -1.930
C 3.086 -4.215 -1.786
N 3.557 -5.127 -2.589
H 5.286 -2.760 1.452
H 4.349 -1.023 3.007
H 2.046 -0.161 2.578
H -1.598 -1.831 -2.061
H -1.091 -3.606 -3.738
H 1.146 -4.747 -3.640
C -2.420 -0.671 4.363
Si -0.608 -0.506 3.948
C 0.147 0.965 4.817
C 0.298 -2.037 4.581
O -0.445 -0.433 2.328
H -2.593 -0.715 5.441
H -2.815 -1.584 3.907
H -2.974 0.178 3.958
H 0.066 0.828 5.900
H -0.354 1.892 4.540
H 1.206 1.074 4.567
H -0.118 -2.355 5.541
H 1.366 -1.850 4.731
H 0.188 -2.869 3.883
Cl 2.806 2.032 -3.462
C 2.534 2.380 -1.710
Cl 1.289 3.601 -1.518
C 2.250 1.030 -1.005
O 3.255 0.452 -0.615
O 1.035 0.648 -0.966
H 3.469 2.779 -1.339
C -2.121 -5.673 1.841
C -0.906 -4.957 1.779
C -0.902 -3.648 1.386
C -2.090 -2.961 1.016
C -2.062 -1.596 0.565
C -3.287 -1.013 0.331
C -4.513 -1.707 0.485
C -4.530 -3.018 0.854
C -3.309 -3.682 1.128
C -3.291 -5.042 1.533
H -2.123 -6.711 2.152
H 0.022 -5.441 2.063
H 0.025 -3.092 1.387
H -3.337 0.018 -0.001
H -5.445 -1.185 0.295
H -5.462 -3.563 0.957
H -4.235 -5.573 1.601
Cl 0.761 2.398 1.725
Ge -1.501 2.724 1.086
Cl -1.253 4.901 0.410
Cl -2.348 3.169 3.147
```

=====

--- 2 ---
Molecular formula: C29H29Cl5GeN6O5SeSiTi
Method: DFT, ωB97M-V/def2-TZVPD

Values from the calculation:
2S+1: 2
Total charge: -1
LUMO energy (alpha / beta): 0.62 / 0.67 eV
Kohn-Sham gap (alpha / beta): 3.829 / 3.912 eV
Highest occupied orbital energy (alpha / beta): -3.205 / -3.247 eV
⟨S²⟩: 0.77

The geometry in XYZ format:
```
78
C29H29Cl5GeN6O5SeSiTi ωB97M-V/def2-TZVPD
Ti 0.164 -0.258 0.038
C -2.896 -4.566 2.119
O -2.104 -3.392 2.185
C -1.686 -2.784 1.061
O -1.096 -1.714 1.226
N -2.054 -3.391 -0.086
N -1.688 -2.944 -1.385
H -3.154 -4.792 3.150
H -2.332 -5.404 1.702
H -3.809 -4.397 1.545
H -2.175 -4.389 -0.065
H -1.684 -1.924 -1.344
H -2.460 -3.187 -2.000
Se 1.150 1.720 7.196
N 2.163 0.803 6.047
C 1.601 0.899 4.864
C 2.159 0.318 3.668
C 3.402 -0.296 3.595
C 3.863 -0.722 2.355
C 3.056 -0.602 1.239
N 1.824 -0.089 1.283
C 1.408 0.432 2.475
C 0.223 1.207 2.415
N -0.325 1.337 1.167
C -1.224 2.318 0.992
C -1.703 3.090 2.030
C -1.261 2.859 3.330
C -0.259 1.922 3.534
C 0.394 1.687 4.801
N -0.012 2.214 5.931
H 3.994 -0.400 4.494
H 4.847 -1.157 2.249
H 3.413 -0.931 0.268
H -1.563 2.489 -0.024
H -2.428 3.862 1.817
H -1.643 3.420 4.171
C -4.346 -1.286 -0.996
Si -3.273 0.114 -0.256
C -3.589 0.046 1.626
C -4.115 1.699 -0.870
O -1.699 -0.002 -0.679
H -5.392 -0.975 -0.947
H -4.269 -2.232 -0.457
H -4.112 -1.457 -2.046
H -4.636 -0.211 1.804
H -3.399 1.004 2.108
H -2.972 -0.695 2.131
H -5.198 1.571 -0.844
H -3.834 1.918 -1.899
H -3.874 2.572 -0.262
Cl 1.338 -3.148 2.524
C 1.799 -3.901 0.991
Cl 0.683 -5.225 0.610
C 1.834 -2.931 -0.264
O 2.686 -3.236 -1.069
O 0.987 -1.966 -0.347
H 2.775 -4.356 1.119
C 3.774 -1.420 -4.195
C 2.474 -1.866 -3.904
C 1.696 -1.190 -3.008
C 2.170 -0.030 -2.353
C 1.344 0.732 -1.452
C 1.796 1.984 -1.055
C 3.088 2.434 -1.372
C 3.916 1.673 -2.150
C 3.469 0.446 -2.689
C 4.259 -0.291 -3.600
H 4.377 -1.969 -4.907
H 2.088 -2.748 -4.397
H 0.691 -1.536 -2.802
H 1.144 2.649 -0.499
H 3.416 3.399 -1.004
H 4.908 2.024 -2.412
H 5.253 0.075 -3.834
Cl -2.567 -0.068 -3.974
Ge -0.805 1.050 -2.923
Cl -1.523 3.215 -2.722
Cl 0.369 1.412 -4.894
```

=====

Energy ordering: 1 at the bottom, the next structure 2.466 eV above.